*1*
The following is a quantum chemistry calculation of a 2-piece molecular cluster, C3H9N2 overall, from OMol25.

CARTESIAN COORDINATES (ANGSTROEM)
C: 0.330 -1.680 -2.256
N: 1.229 -1.115 -1.560
H: -0.714 -1.426 -2.100
H: 0.588 -2.413 -3.017
H: 2.137 -1.519 -1.764
C: -0.084 1.406 1.131
C: -1.172 1.888 1.700
N: 0.031 -0.033 0.858
H: 0.745 2.028 0.829
H: -1.221 2.946 1.911
H: -2.013 1.251 1.942
H: -0.788 -0.419 0.375
H: 0.797 -0.349 0.224
H: 0.135 -0.565 1.726

The total charge is +1. Its gap between HOMO and LUMO is 11.687 eV.

Here is what Mulliken gives for the atomic charges, in e:
1. C -0.18
2. N -0.50
3. H 0.20
4. H 0.25
5. H 0.22
6. C -0.01
7. C -0.64
8. N -0.30
9. H 0.32
10. H 0.26
11. H 0.26
12. H 0.36
13. H 0.37
14. H 0.39


*2*
The following is a quantum chemistry calculation of a 2-piece molecular cluster, C3H9N2 overall, from OMol25.

CARTESIAN COORDINATES (ANGSTROEM)
C: -0.483 -1.768 -0.302
C: 0.835 -1.371 0.361
C: -0.396 1.623 0.081
N: -0.219 -1.436 1.083
N: 0.684 1.075 -0.678
H: -0.992 -1.014 -0.987
H: -0.448 -2.748 -0.674
H: 1.735 -0.938 0.483
H: -0.237 1.753 1.090
H: -0.469 2.688 -0.168
H: -1.230 0.945 0.020
H: -0.606 -1.294 2.056
H: 1.408 1.809 -0.780
H: 0.418 0.677 -1.584

The total charge is +1. Its gap between HOMO and LUMO is 8.651 eV.

Here is what Mulliken gives for the atomic charges, in e:
1. C -0.43
2. C 0.16
3. C -0.88
4. N -0.07
5. N -0.47
6. H 0.17
7. H 0.30
8. H 0.42
9. H 0.34
10. H 0.33
11. H 0.33
12. H 0.35
13. H 0.25
14. H 0.22


Which structure is the least stable? The one labeled *2*.


*1*
The following is a quantum chemistry calculation of one molecule with the formula C2H4BrP, from OMol25.

CARTESIAN COORDINATES (ANGSTROEM)
C: -0.190 -0.164 0.519
C: -1.057 0.291 -0.542
P: 1.392 -1.125 -0.187
Br: 2.751 0.401 0.088
H: 0.253 0.508 1.164
H: -0.576 -0.944 1.089
H: -1.234 -0.297 -1.447
H: -1.339 1.329 -0.685

The total charge is 0. Its gap between HOMO and LUMO (spin up / spin down) is 5.632 / 4.487 eV.

Here is what Mulliken gives for the atomic charges, in e:
1. C -0.68
2. C -0.54
3. P 0.04
4. Br -0.12
5. H 0.43
6. H 0.33
7. H 0.31
8. H 0.24


*2*
The following is a quantum chemistry calculation of a 2-piece molecular cluster, C2H4BrP overall, from OMol25.

CARTESIAN COORDINATES (ANGSTROEM)
C: 2.512 -0.764 -1.044
C: 2.076 -0.930 0.067
H: 3.064 -0.815 -1.853
H: 1.643 -0.872 1.040
P: -1.862 0.851 -0.085
Br: -3.630 1.505 0.000
H: -1.828 1.320 1.177
H: -1.975 -0.296 0.698

The total charge is 0. Its SMILES is C#C.PBr. Its gap between HOMO and LUMO is 10.320 eV.

Here is what Mulliken gives for the atomic charges, in e:
1. C -0.38
2. C -0.44
3. H 0.43
4. H 0.39
5. P -0.03
6. Br -0.08
7. H 0.05
8. H 0.05


*3*
The following is a quantum chemistry calculation of C2H4BrP as an isolated structure, from OMol25.

CARTESIAN COORDINATES (ANGSTROEM)
C: 0.237 -0.244 0.708
C: -0.475 -0.105 -0.586
P: 1.286 0.453 -0.564
Br: -0.947 -1.663 -1.444
H: 0.127 0.364 1.477
H: 0.485 -1.325 1.023
H: -1.510 0.891 -0.545
H: 0.796 1.630 -0.069

The total charge is 0. Its gap between HOMO and LUMO is 10.202 eV.

Here is what Mulliken gives for the atomic charges, in e:
1. C -0.60
2. C -0.12
3. P -0.01
4. Br -0.11
5. H 0.30
6. H 0.25
7. H 0.27
8. H 0.02


Which structure is the least stable? The one labeled *2*.


*1*
The following is a quantum chemistry calculation of one molecule with the formula C4H7NOS2, from OMol25.

CARTESIAN COORDINATES (ANGSTROEM)
C: -3.044 -0.469 -0.393
C: -0.564 0.437 -1.614
C: 2.135 2.034 0.077
C: -2.446 0.484 0.416
N: -3.348 -1.215 -1.230
O: -3.076 0.835 1.581
S: -0.828 0.959 0.128
S: 1.555 0.343 0.661
H: -0.909 1.185 -2.398
H: -1.138 -0.453 -1.645
H: 0.461 0.402 -1.770
H: 3.055 1.911 0.574
H: 1.402 2.701 0.529
H: 2.166 2.074 -1.073
H: -2.998 1.834 1.724

The total charge is 0. Its gap between HOMO and LUMO (spin up / spin down) is 7.262 / 6.867 eV.

Here is what Mulliken gives for the atomic charges, in e:
1. C 0.31
2. C -0.94
3. C -0.69
4. C 0.21
5. N -0.44
6. O -0.50
7. S 0.05
8. S -0.23
9. H 0.29
10. H 0.41
11. H 0.40
12. H 0.28
13. H 0.26
14. H 0.23
15. H 0.35


*2*
The following is a quantum chemistry calculation of one molecule with the formula C4H7NOS2, from OMol25.

CARTESIAN COORDINATES (ANGSTROEM)
C: 0.358 2.070 -0.598
C: -0.184 0.207 0.807
C: -1.612 0.698 1.003
C: 1.182 -0.100 -1.234
N: 0.443 0.801 -0.368
O: -0.894 2.382 2.909
S: 0.881 3.175 -1.605
S: -1.609 2.446 1.619
H: 0.394 0.465 1.707
H: -0.170 -0.876 0.686
H: -2.180 0.694 0.075
H: -2.096 0.085 1.759
H: 1.994 -0.583 -0.686
H: 0.522 -0.874 -1.633
H: 1.605 0.464 -2.064

The total charge is 0. Its gap between HOMO and LUMO (spin up / spin down) is 8.136 / 6.809 eV.

Here is what Mulliken gives for the atomic charges, in e:
1. C 0.21
2. C -0.58
3. C -0.74
4. C -0.93
5. N 0.06
6. O -0.47
7. S -0.34
8. S 0.37
9. H 0.30
10. H 0.41
11. H 0.37
12. H 0.40
13. H 0.33
14. H 0.32
15. H 0.30


Which structure is the least stable? The one labeled *1*.